No. 1
Molecular formula: C2H3N
Method: DFT, ωB97M-V/def2-TZVPD

* HOMO-LUMO gap: 12.15 eV
* highest occupied orbital energy: -11.6 eV
* F_max: 0.0856 hartree/bohr
* energy above the lowest of the compared OMol25 structures with the same formula, charge and spin: 21.9 kcal per mole
* SMILES string: CC#N

Geometry (Å):
C 0.62165 0.26534 1.01315
C -0.18310 -0.28594 -0.20409
H 0.60718 -0.52418 1.82565
H 1.57003 0.54996 0.53340
H 0.20418 1.23951 1.61493
N -0.71610 -0.16310 -1.26119

Charges computed using Mulliken, reported in e: atom 1 (C): -0.603, atom 2 (C): 0.285, atom 3 (H): 0.240, atom 4 (H): 0.224, atom 5 (H): 0.246, atom 6 (N): -0.393

No. 2
Molecular formula: C30H67N2O24P4S2
Method: DFT, ωB97M-V/def2-TZVPD

* HOMO-LUMO gap: 4.04 eV
* highest occupied orbital energy: -4.7 eV
* charge: -1
* F_max: 0.1497 hartree/bohr

Geometry (Å):
C 1.66205 -0.69300 2.17196
C 1.70620 -0.32403 0.69732
C 1.92627 1.16239 0.38293
O 1.49346 2.07531 1.38863
C 0.16982 2.47823 1.25473
O -0.14281 3.25118 0.41653
C -0.74842 1.82484 2.25371
S -2.50748 1.98126 1.91100
C -3.06867 0.26917 1.53381
C -4.60802 0.28006 1.69974
C -5.36625 -0.64663 0.75910
C -5.13580 -2.15918 0.99625
C -4.52346 -2.86593 -0.20981
N -5.06951 -4.25168 -0.36564
N -2.59235 -0.31263 0.29876
C -2.35066 0.59932 -0.81667
C -3.56602 1.38746 -1.30348
C -3.04308 2.56599 -2.17770
C -3.54406 2.51895 -3.60925
O -2.92876 1.47045 -4.39065
C -1.82294 1.85081 -5.03245
O -0.98209 2.57744 -4.60251
C -2.49156 -0.66461 2.68793
O -2.30222 -1.86995 2.43340
O -2.25835 -0.11884 3.79487
O 0.52755 -0.84511 0.03334
C 0.79740 -1.16729 -1.25779
O 0.57223 -0.39606 -2.14407
C 1.42009 -2.50369 -1.56805
S 0.30503 -3.89759 -1.21927
H 1.97605 0.11716 2.82376
H 0.64917 -0.97988 2.45474
H 2.29019 -1.55687 2.37820
H 2.55693 -0.85951 0.26273
H 2.99964 1.30571 0.26705
H 1.43124 1.41186 -0.55674
H -0.58239 2.26891 3.23587
H -0.49941 0.77226 2.33057
H -4.95823 1.30468 1.52283
H -4.86416 0.06026 2.73468
H -6.42990 -0.46063 0.93787
H -5.20015 -0.43642 -0.29261
H -6.11772 -2.62754 1.10316
H -4.58763 -2.37838 1.90843
H -4.79924 -2.34342 -1.12841
H -3.43508 -2.86646 -0.17058
H -4.38508 -4.87782 0.04247
H -5.07426 -4.42977 -1.36188
H -1.73065 -0.81645 0.45318
H -1.48947 1.25574 -0.67016
H -2.06969 -0.03455 -1.66471
H -4.18161 0.75433 -1.93956
H -4.11656 1.84650 -0.49005
H -3.41545 3.49896 -1.74924
H -1.95959 2.63609 -2.17044
H -4.62247 2.37258 -3.60532
H -3.36474 3.48676 -4.07907
H -1.72254 1.42573 -6.03836
H 1.61348 -2.51895 -2.63447
H 2.36215 -2.67844 -1.05571
H -0.76540 -3.52276 -1.93371
C 3.99952 0.61979 -3.34421
O 5.35276 1.04796 -3.20259
P 6.52537 -0.10760 -3.10755
O 5.79738 -1.25066 -3.73420
O 6.50192 -0.15128 -1.48831
C 6.43570 1.06127 -0.72618
O 8.03970 -0.78326 -3.17234
C 8.72406 -0.71447 -4.43732
H 3.37632 1.51009 -3.25960
H 3.82433 0.17422 -4.31856
H 3.73423 -0.08015 -2.55182
H 5.41131 1.22597 -0.39353
H 6.75917 1.92948 -1.29797
H 7.07743 0.95629 0.14658
H 8.87703 0.32020 -4.74490
H 8.15611 -1.24629 -5.20188
H 9.69253 -1.19269 -4.31318
C -2.27996 5.43238 8.87831
O -2.36659 4.72943 7.64555
P -1.06635 3.84004 7.20572
O -0.31043 3.59526 8.45430
O -0.40764 5.01167 6.29143
C -1.22891 5.90070 5.53169
O -0.56744 2.68753 6.18341
C -1.13407 1.35723 6.34384
H -3.17156 6.05692 8.94100
H -2.27864 4.74906 9.72388
H -1.39248 6.06471 8.90067
H -1.32806 6.84963 6.06156
H -2.22293 5.49660 5.35104
H -0.74631 6.08140 4.57276
H -2.21221 1.38215 6.20990
H -0.88584 0.95737 7.32877
H -0.71273 0.71791 5.57545
C 10.18940 4.14074 -4.11744
O 9.27902 5.06459 -4.70208
P 8.34525 4.53797 -5.96754
O 8.43340 3.06177 -5.74462
O 9.43897 5.10542 -7.03204
C 10.03052 6.39813 -6.86035
O 7.23076 4.49398 -7.19882
C 5.84638 4.31963 -6.83249
H 10.78530 4.70895 -3.40282
H 9.66789 3.35417 -3.57908
H 10.84191 3.71289 -4.87861
H 11.02389 6.28922 -6.42561
H 9.43777 7.04496 -6.21601
H 10.12274 6.86711 -7.83816
H 5.50418 5.13754 -6.20006
H 5.70739 3.36929 -6.31542
H 5.26220 4.31705 -7.74840
C -7.89518 -6.81589 1.74267
O -7.83807 -7.98468 2.56999
P -6.43481 -8.80453 2.61058
O -5.39057 -7.87029 2.15340
O -6.87149 -9.87999 1.47442
C -8.22104 -10.33771 1.37437
O -5.60106 -9.95667 3.43370
C -5.17936 -9.62167 4.76979
H -8.93315 -6.48464 1.74480
H -7.28327 -6.01427 2.14554
H -7.59588 -7.04496 0.72137
H -8.72833 -9.80365 0.57053
H -8.78014 -10.19046 2.29655
H -8.20831 -11.40069 1.13778
H -6.03670 -9.40460 5.40711
H -4.50684 -8.76304 4.75062
H -4.65057 -10.48094 5.17346

Atom charges from the Mulliken analysis, given in e for atoms 1 to 99: atom 1 (C): -1.843, atom 2 (C): 0.663, atom 3 (C): -0.317, atom 4 (O): -0.531, atom 5 (C): 0.385, atom 6 (O): -0.533, atom 7 (C): 1.204, atom 8 (S): -0.402, atom 9 (C): 0.813, atom 10 (C): -1.324, atom 11 (C): -0.601, atom 12 (C): -0.636, atom 13 (C): -0.273, atom 14 (N): -0.582, atom 15 (N): 0.485, atom 16 (C): -0.450, atom 17 (C): 0.131, atom 18 (C): -0.725, atom 19 (C): -0.877, atom 20 (O): -0.266, atom 21 (C): 0.072, atom 22 (O): -0.451, atom 23 (C): -0.222, atom 24 (O): -0.680, atom 25 (O): -0.704, atom 26 (O): -0.052, atom 27 (C): 0.192, atom 28 (O): -0.524, atom 29 (C): -0.692, atom 30 (S): -0.214, atom 31 (H): 0.365, atom 32 (H): 0.395, atom 33 (H): 0.402, atom 34 (H): 0.719, atom 35 (H): -0.287, atom 36 (H): 0.437, atom 37 (H): 0.429, atom 38 (H): -1.030, atom 39 (H): 0.615, atom 40 (H): 0.403, atom 41 (H): 0.504, atom 42 (H): 0.008, atom 43 (H): 0.302, atom 44 (H): 0.374, atom 45 (H): 0.243, atom 46 (H): 0.070, atom 47 (H): 0.248, atom 48 (H): 0.214, atom 49 (H): 0.244, atom 50 (H): -0.358, atom 51 (H): 0.439, atom 52 (H): 0.342, atom 53 (H): -0.058, atom 54 (H): 0.373, atom 55 (H): 0.332, atom 56 (H): 0.449, atom 57 (H): 0.400, atom 58 (H): 0.408, atom 59 (H): 0.479, atom 60 (H): 0.357, atom 61 (H): 0.104, atom 62 (C): -0.547, atom 63 (O): -0.387, atom 64 (P): 1.157, atom 65 (O): -0.734, atom 66 (O): -0.363, atom 67 (C): -0.263, atom 68 (O): -0.296, atom 69 (C): -0.572, atom 70 (H): 0.277, atom 71 (H): 0.341, atom 72 (H): 0.210, atom 73 (H): -0.106, atom 74 (H): 0.282, atom 75 (H): 0.309, atom 76 (H): 0.195, atom 77 (H): 0.319, atom 78 (H): 0.244, atom 79 (C): -0.631, atom 80 (O): -0.335, atom 81 (P): 0.930, atom 82 (O): -0.717, atom 83 (O): -0.367, atom 84 (C): -0.683, atom 85 (O): -0.054, atom 86 (C): -0.677, atom 87 (H): 0.241, atom 88 (H): 0.260, atom 89 (H): 0.306, atom 90 (H): 0.247, atom 91 (H): 0.334, atom 92 (H): 0.268, atom 93 (H): 0.371, atom 94 (H): 0.415, atom 95 (H): 0.090, atom 96 (C): -0.474, atom 97 (O): -0.427, atom 98 (P): 1.079, atom 99 (O): -0.562

No. 3
Molecular formula: C7H10Cl2OSSi
Method: DFT, ωB97M-V/def2-TZVPD

* HOMO-LUMO gap: 9.85 eV
* highest occupied orbital energy: -9.3 eV
* F_max: 0.0749 hartree/bohr
* energy above the lowest of the compared OMol25 structures with the same formula, charge and spin: 0.0 kcal per mole
* SMILES string: CCO[Si@](Cl)(CCl)c1cccs1

Geometry (Å):
C 0.17673 3.85862 2.16515
C -0.14682 3.52589 0.79893
C 0.87354 2.82884 2.80468
C 0.27929 2.29699 0.35478
C -0.63767 -2.71569 -1.00960
C -0.14186 -1.38928 -0.31152
C 1.51643 1.39566 -2.41619
O -0.56680 -0.25275 -1.00804
Si -0.05186 1.30920 -1.21960
S 1.28511 1.59386 1.64390
Cl 1.04482 1.22965 -4.08342
Cl -1.67204 2.15778 -2.03781
H -0.33901 4.64699 2.76336
H -0.80204 4.10531 0.17685
H 1.43960 2.83885 3.77417
H -1.68562 -2.80357 -0.96689
H -0.29993 -2.62127 -2.08582
H -0.10346 -3.64303 -0.61619
H 0.95029 -1.36347 -0.11051
H -0.62111 -1.53218 0.70811
H 1.93051 2.38332 -2.29133
H 2.39959 0.71623 -2.20128

Charges computed using Mulliken, reported in e: atom 1 (C): -0.484, atom 2 (C): -0.260, atom 3 (C): -0.336, atom 4 (C): 0.164, atom 5 (C): -1.128, atom 6 (C): -0.104, atom 7 (C): -0.496, atom 8 (O): -0.140, atom 9 (Si): 0.238, atom 10 (S): -0.084, atom 11 (Cl): -0.177, atom 12 (Cl): -0.299, atom 13 (H): 0.298, atom 14 (H): 0.341, atom 15 (H): 0.344, atom 16 (H): 0.311, atom 17 (H): 0.300, atom 18 (H): 0.330, atom 19 (H): 0.338, atom 20 (H): 0.201, atom 21 (H): 0.303, atom 22 (H): 0.340

No. 4
Molecular formula: C50H75BrF5O7P2S2SbSiTi
Method: DFT, ωB97M-V/def2-TZVPD

* ⟨S²⟩: 2.016
* HOMO-LUMO gap (spin up / spin down): 6.68 / 6.39 eV
* highest occupied orbital energy (spin up / spin down): -6.3 / -7.0 eV
* spin multiplicity: 3
* F_max: 0.0268 hartree/bohr

Geometry (Å):
Ti -0.86616 2.38969 0.39399
F 4.31281 2.14608 5.36532
C 3.27729 2.57257 4.63731
C 2.85698 1.85097 3.54060
F 3.48311 0.70870 3.23038
C 1.78147 2.30098 2.80574
F 1.39363 1.59696 1.73403
C 1.04594 3.42901 3.14318
S -0.41296 3.87406 2.29167
C 1.51414 4.14099 4.24240
F 0.88437 5.25261 4.62988
C 2.61004 3.72953 4.97750
F 3.02304 4.43543 6.03457
C -1.36566 3.41386 -3.98432
C -0.91704 1.96690 -3.98205
C -0.34382 1.53094 -5.31095
O -2.06785 1.07424 -3.72248
P -2.64213 0.94165 -2.26323
O -1.91170 1.83504 -1.32936
C -2.54519 -0.76395 -1.69651
P -0.81016 -1.09085 -1.31578
O -0.30002 -0.10565 -0.34681
O -0.73212 -2.60932 -0.94957
C -0.47375 -3.34397 0.28670
C -0.51776 -2.46974 1.52204
C -1.48882 -4.46459 0.33249
O -0.04681 -0.99713 -2.69061
C 0.04827 -1.98764 -3.75697
C 0.90713 -3.16908 -3.34977
C -1.31283 -2.40923 -4.27351
O -4.18845 1.15359 -2.40875
C -4.82323 2.16210 -3.25660
C -5.76142 1.41972 -4.18181
C -5.52532 3.16773 -2.37349
H -0.49567 4.05419 -4.14105
H -1.81151 3.68706 -3.02623
H -2.08225 3.59863 -4.79018
H -0.19750 1.81489 -3.17801
H -1.14800 1.40425 -6.03865
H 0.19678 0.58926 -5.21865
H 0.34479 2.29236 -5.67900
H -2.97167 -1.45363 -2.42465
H -3.13194 -0.80889 -0.77181
H 0.53185 -3.75516 0.17774
H -1.51367 -2.03844 1.65980
H 0.21139 -1.66480 1.45985
H -0.28529 -3.08744 2.39171
H -2.49030 -4.05098 0.47918
H -1.25735 -5.14341 1.15503
H -1.47935 -5.02969 -0.60069
H 0.56555 -1.43728 -4.53968
H 0.33914 -3.88479 -2.75322
H 1.75759 -2.82636 -2.77092
H 1.27484 -3.67399 -4.24547
H -1.83853 -3.00850 -3.52496
H -1.18126 -3.02454 -5.16483
H -1.91434 -1.53849 -4.54067
H -4.04908 2.66060 -3.83848
H -6.46909 0.83343 -3.59068
H -5.20792 0.74346 -4.83589
H -6.31665 2.12846 -4.79872
H -6.30198 2.67575 -1.78084
H -5.99290 3.93286 -2.99609
H -4.81885 3.64729 -1.69366
C 1.12661 4.17124 -0.76492
O 0.47452 2.92737 -0.60089
H 1.85496 4.10601 -1.57606
H 1.65089 4.45649 0.14540
H 0.40766 4.95441 -0.99939
C 6.37995 -3.04226 -2.05970
C 4.97155 -2.62682 -1.59639
C 4.10883 -3.89532 -1.49549
C 4.35531 -1.73007 -2.68232
Si 5.02761 -1.74582 0.11163
Br 2.92473 -0.93804 0.39483
C 5.25679 -2.94773 1.59367
C 6.42067 -3.92291 1.32799
C 5.56200 -2.16371 2.88075
C 3.98635 -3.76533 1.88342
C 6.21606 -0.24445 0.12880
C 7.66758 -0.70613 0.35830
C 5.83136 0.75913 1.22764
C 6.16158 0.51733 -1.20321
H 6.30607 -3.58616 -3.00945
H 6.87596 -3.69883 -1.34170
H 7.02546 -2.17769 -2.22831
H 4.02403 -4.35554 -2.48788
H 3.09929 -3.66910 -1.14092
H 4.54803 -4.63835 -0.82878
H 4.18297 -2.33309 -3.58261
H 5.01223 -0.91031 -2.96419
H 3.40114 -1.30146 -2.37276
H 7.33691 -3.40753 1.02581
H 6.17320 -4.65208 0.55354
H 6.64405 -4.48100 2.24492
H 6.51856 -1.64229 2.83989
H 5.61047 -2.86826 3.71969
H 4.77927 -1.43448 3.10383
H 3.60722 -4.29980 1.01339
H 3.18598 -3.12584 2.26014
H 4.21735 -4.50711 2.65831
H 7.80559 -1.17127 1.33544
H 8.33254 0.16447 0.31403
H 8.00231 -1.41626 -0.40292
H 5.89100 0.33744 2.22959
H 4.81805 1.13774 1.08383
H 6.51885 1.61265 1.18323
H 6.55458 -0.06992 -2.03398
H 6.78100 1.41760 -1.11848
H 5.14409 0.83624 -1.44780
S -2.75577 3.99028 0.41507
Sb -4.03942 1.92820 0.97445
C -5.01344 -0.14925 0.93507
C -6.07161 -0.28416 0.03994
C -6.60739 -1.53758 -0.23225
C -6.07207 -2.66779 0.37808
C -5.02015 -2.53593 1.27586
C -4.48731 -1.27784 1.54881
C -5.63576 2.79600 2.09850
C -5.86263 4.16915 2.05710
C -6.87540 4.73069 2.82632
C -7.66369 3.92598 3.63764
C -7.44526 2.55417 3.67885
C -6.43624 1.98742 2.90811
C -2.77594 1.44767 2.65195
C -1.55340 0.79739 2.44493
C -0.71363 0.50287 3.51411
C -1.05238 0.91527 4.78858
C -2.23568 1.61359 4.99597
C -3.09656 1.86865 3.94009
H -6.48669 0.59689 -0.44218
H -7.43914 -1.63624 -0.92105
H -6.47965 -3.64740 0.16041
H -4.62157 -3.41365 1.77212
H -3.67726 -1.17939 2.26652
H -5.23102 4.79581 1.43919
H -7.04386 5.80074 2.79728
H -8.44807 4.36578 4.24189
H -8.05878 1.92377 4.31178
H -6.26860 0.91660 2.93918
H -1.26608 0.44072 1.44907
H 0.20449 -0.04556 3.34214
H -0.39300 0.69959 5.62080
H -2.49334 1.95595 5.99189
H -4.01682 2.41012 4.11836

Atom charges from the Mulliken analysis, given in e for atoms 1 to 99: atom 1 (Ti): -0.427, atom 2 (F): -0.341, atom 3 (C): 0.298, atom 4 (C): -0.433, atom 5 (F): 0.043, atom 6 (C): -0.256, atom 7 (F): 0.263, atom 8 (C): 0.623, atom 9 (S): -0.560, atom 10 (C): 0.308, atom 11 (F): -0.366, atom 12 (C): 0.287, atom 13 (F): -0.322, atom 14 (C): -1.633, atom 15 (C): 1.608, atom 16 (C): -1.321, atom 17 (O): -0.096, atom 18 (P): -0.957, atom 19 (O): 2.112, atom 20 (C): 1.582, atom 21 (P): -0.511, atom 22 (O): 0.033, atom 23 (O): -0.141, atom 24 (C): 1.303, atom 25 (C): -0.445, atom 26 (C): -1.455, atom 27 (O): 0.405, atom 28 (C): 0.714, atom 29 (C): -1.544, atom 30 (C): -1.557, atom 31 (O): 0.368, atom 32 (C): 1.200, atom 33 (C): -1.576, atom 34 (C): -1.241, atom 35 (H): 0.509, atom 36 (H): 0.115, atom 37 (H): 0.373, atom 38 (H): -0.302, atom 39 (H): 0.277, atom 40 (H): 0.116, atom 41 (H): 0.432, atom 42 (H): 0.850, atom 43 (H): -1.946, atom 44 (H): -0.300, atom 45 (H): -0.337, atom 46 (H): -0.217, atom 47 (H): 0.614, atom 48 (H): 0.159, atom 49 (H): 0.459, atom 50 (H): 0.374, atom 51 (H): 0.348, atom 52 (H): 0.199, atom 53 (H): 0.187, atom 54 (H): 0.611, atom 55 (H): 0.243, atom 56 (H): 0.572, atom 57 (H): 0.200, atom 58 (H): -0.186, atom 59 (H): 0.281, atom 60 (H): 0.348, atom 61 (H): 0.425, atom 62 (H): 0.175, atom 63 (H): 0.533, atom 64 (H): 0.219, atom 65 (C): -0.955, atom 66 (O): -0.061, atom 67 (H): 0.228, atom 68 (H): 0.248, atom 69 (H): 0.185, atom 70 (C): -1.735, atom 71 (C): 2.922, atom 72 (C): -1.799, atom 73 (C): -1.874, atom 74 (Si): -1.897, atom 75 (Br): -0.047, atom 76 (C): 2.841, atom 77 (C): -1.848, atom 78 (C): -1.978, atom 79 (C): -1.891, atom 80 (C): 3.028, atom 81 (C): -1.771, atom 82 (C): -2.139, atom 83 (C): -2.024, atom 84 (H): 0.538, atom 85 (H): 0.319, atom 86 (H): 0.287, atom 87 (H): 0.620, atom 88 (H): -0.021, atom 89 (H): 0.397, atom 90 (H): 0.536, atom 91 (H): 0.356, atom 92 (H): 0.173, atom 93 (H): 0.265, atom 94 (H): 0.346, atom 95 (H): 0.554, atom 96 (H): 0.279, atom 97 (H): 0.607, atom 98 (H): 0.245, atom 99 (H): 0.297